{"formula": "C45H59BN9SSi2Ta", "method": "ωB97M-V/def2-TZVPD", "symbols": ["Ta", "C", "C", "N", "N", "C", "B", "N", "C", "C", "C", "N", "N", "C", "C", "C", "N", "H", "H", "H", "H", "H", "H", "H", "H", "H", "H", "C", "Si", "C", "N", "C", "C", "C", "C", "C", "C", "C", "C", "C", "C", "C", "C", "C", "C", "C", "C", "C", "H", "H", "H", "H", "H", "H", "H", "H", "H", "H", "H", "H", "H", "H", "H", "H", "H", "H", "H", "H", "H", "H", "H", "H", "C", "Si", "C", "C", "C", "C", "C", "C", "N", "C", "S", "H", "H", "H", "H", "H", "H", "H", "H", "H", "H", "H", "H", "C", "N", "C", "C", "C", "C", "C", "C", "C", "C", "H", "H", "H", "H", "H", "H", "H", "H", "H", "H", "H", "H", "H"], "xyz": [[-0.096293, -0.058145, 1.108598], [0.699508, 4.122681, 3.145298], [0.898711, 3.151762, 2.172235], [0.148866, 2.081187, 2.432470], [-0.520571, 2.330240, 3.570692], [-0.209670, 3.554268, 4.015504], [-1.190694, 1.222558, 4.405322], [-2.372617, 0.627773, 3.642640], [-3.647871, 0.648160, 4.046970], [-4.435386, 0.099351, 3.053327], [-3.535888, -0.243515, 2.052579], [-2.290483, 0.074740, 2.421610], [-0.092472, 0.168865, 4.593293], [0.542210, -0.146747, 5.727742], [1.609132, -0.968769, 5.420980], [1.553484, -1.093959, 4.038262], [0.526377, -0.402269, 3.552145], [1.163234, 5.081038, 3.218673], [1.562145, 3.161261, 1.327170], [-0.643818, 3.937006, 4.914288], [-1.548471, 1.646273, 5.445408], [-3.926351, 1.035175, 5.004943], [-5.497731, -0.031176, 3.050541], [-3.750922, -0.685514, 1.100706], [0.219743, 0.231090, 6.675410], [2.310877, -1.407081, 6.100124], [2.210301, -1.627444, 3.384735], [-1.501876, -1.231265, -0.296146], [-2.390776, -0.420323, -1.777655], [-2.556950, 1.506969, -1.518461], [-1.764392, 2.128723, -0.427931], [-0.933196, 3.255161, -0.893500], [-1.716565, 4.487397, -1.359995], [-2.594352, 5.006658, -0.228886], [-3.485818, 3.870037, 0.258846], [-2.635721, 2.652632, 0.640963], [-4.015323, -1.341069, -2.048360], [-5.275607, -0.773284, -1.896885], [-6.421827, -1.518923, -2.111567], [-6.325572, -2.850348, -2.475902], [-5.079078, -3.439899, -2.610050], [-3.938823, -2.690903, -2.396111], [-1.284493, -0.775874, -3.291106], [-1.653212, -0.758061, -4.577687], [-0.692000, -0.762220, -5.663928], [0.622793, -0.684392, -5.448151], [1.201512, -0.701451, -4.072405], [0.167043, -0.871165, -2.939878], [-0.935986, -2.051310, -0.737121], [-2.254000, -1.747109, 0.297739], [-3.614975, 1.721201, -1.361492], [-2.305738, 1.988166, -2.466109], [-0.276426, 2.941184, -1.704509], [-0.298464, 3.543806, -0.051229], [-2.338369, 4.240778, -2.222815], [-0.997397, 5.248281, -1.665927], [-3.201276, 5.848000, -0.565986], [-1.958682, 5.355043, 0.589283], [-4.203102, 3.601343, -0.518341], [-4.051859, 4.183964, 1.136930], [-3.287430, 1.849563, 0.979729], [-1.991264, 2.944143, 1.474210], [-5.367851, 0.265258, -1.615973], [-7.390541, -1.058220, -1.996957], [-7.219627, -3.426028, -2.656887], [-5.002629, -4.481129, -2.885275], [-2.970181, -3.157103, -2.508413], [-2.697511, -0.685801, -4.839587], [-1.077409, -0.769882, -6.672124], [1.323454, -0.629884, -6.266588], [2.012218, -1.430880, -4.032235], [0.349636, -1.740787, -2.308453], [4.913010, 3.486716, -2.250913], [5.030249, 1.847763, -1.282084], [5.344198, 2.135577, 0.564088], [6.400162, 0.771491, -2.044254], [3.337954, 1.001198, -1.664131], [3.004864, 0.889820, -2.965737], [1.627303, 0.665690, -3.453685], [0.598328, 0.465120, -2.319219], [1.067206, 0.406259, -0.962276], [2.321374, 0.653780, -0.682691], [2.676489, 0.369153, 0.970923], [5.832202, 4.059993, -2.165128], [4.103477, 4.123951, -1.904000], [4.750920, 3.302805, -3.310008], [6.213239, 2.772539, 0.684258], [5.540623, 1.215454, 1.102023], [4.515905, 2.630805, 1.057150], [7.339859, 1.310622, -1.991867], [6.220471, 0.557900, -3.092978], [6.550193, -0.173751, -1.533526], [3.759869, 1.043769, -3.721524], [1.373813, 1.496137, -4.121981], [-0.224467, 1.173421, -2.376482], [3.737924, -2.892818, 1.597656], [3.411707, -3.560575, 0.327233], [3.603730, -5.017209, 0.463773], [2.059595, -3.142947, -0.195530], [0.920601, -3.450145, 0.748148], [0.522704, -4.787274, 0.843981], [-0.457210, -5.181916, 1.731663], [-1.031467, -4.232103, 2.556229], [-0.701348, -2.898391, 2.394589], [0.250788, -2.457246, 1.474936], [4.761051, -3.125965, 1.889159], [3.058892, -3.255577, 2.367174], [3.630676, -1.810757, 1.488432], [4.081954, -3.230890, -0.372925], [2.967840, -5.401708, 1.258043], [4.641508, -5.222413, 0.722062], [3.372051, -5.528532, -0.468561], [1.910054, -3.668972, -1.142331], [2.105316, -2.066283, -0.380770], [0.958778, -5.519828, 0.184020], [-0.767017, -6.211548, 1.782594], [-1.767626, -4.509692, 3.292922], [-1.223447, -2.183226, 3.012809]], "forces_ev_per_angstrom": [[0.430, -0.886, 0.492], [-0.094, -0.137, -0.006], [-0.001, 0.024, -0.014], [-0.150, -1.345, -1.172], [-0.272, 0.341, 0.180], [0.202, 0.048, -0.333], [0.339, -0.183, -0.529], [-0.246, 0.157, 0.361], [-0.104, -0.135, -0.295], [0.235, -0.028, -0.124], [-0.163, -0.072, 0.178], [1.723, -0.166, -1.285], [-0.169, 0.092, 0.334], [0.247, -0.256, -0.076], [-0.123, 0.080, -0.101], [0.064, 0.043, 0.174], [-0.216, -0.051, -1.802], [0.117, 0.289, 0.009], [0.023, 0.018, -0.147], [-0.094, 0.048, 0.292], [-0.115, 0.121, 0.271], [0.054, 0.142, 0.246], [-0.182, -0.047, 0.015], [0.018, -0.116, -0.197], [-0.200, 0.114, 0.183], [0.140, -0.060, 0.099], [0.018, -0.128, -0.160], [0.765, 1.382, 0.555], [0.061, -0.079, -0.258], [-0.125, -0.588, -0.067], [0.347, -0.556, 0.342], [0.274, 0.249, -0.241], [0.032, -0.075, 0.335], [-0.179, -0.120, -0.199], [0.336, -0.012, 0.000], [-0.474, 0.157, 0.335], [0.403, 0.465, 0.185], [0.078, 0.092, 0.023], [-0.160, 0.005, 0.018], [-0.061, 0.044, 0.012], [-0.022, -0.108, -0.003], [0.136, 0.043, -0.010], [-0.386, -0.126, 0.278], [-0.336, 0.057, 0.733], [0.598, 0.061, -0.343], [-0.101, -0.071, -0.076], [0.094, -0.067, -0.148], [-0.092, -0.013, 0.054], [0.197, -0.001, 0.002], [-0.001, 0.067, 0.268], [-0.090, 0.042, -0.031], [-0.040, -0.063, -0.070], [0.025, -0.167, 0.072], [-0.024, 0.019, -0.056], [0.040, 0.017, -0.097], [0.000, -0.022, -0.119], [0.066, 0.037, 0.057], [-0.002, 0.054, 0.068], [-0.100, 0.040, -0.023], [-0.073, -0.104, 0.002], [0.074, 0.074, -0.017], [-0.013, -0.089, 0.016], [-0.079, 0.176, 0.022], [-0.118, 0.044, -0.007], [-0.095, -0.069, -0.004], [0.026, -0.083, -0.030], [0.131, -0.098, -0.076], [-0.222, 0.040, -0.039], [0.029, -0.011, -0.125], [0.023, -0.023, -0.225], [0.032, -0.041, 0.056], [0.123, 0.002, 0.120], [0.114, -0.565, 0.451], [0.362, 0.056, -0.305], [-0.167, -0.057, -0.622], [-0.476, 0.441, 0.297], [0.522, 0.299, -0.061], [-0.056, -0.075, 0.237], [-0.044, 0.158, 0.086], [-0.499, 0.055, -0.203], [-0.647, -0.182, 1.776], [-0.664, -0.387, -0.067], [-1.367, 0.016, 0.780], [0.176, 0.043, 0.058], [-0.153, 0.021, 0.124], [-0.022, -0.094, -0.149], [0.261, 0.159, -0.088], [0.037, -0.228, 0.054], [-0.189, 0.129, 0.058], [0.231, 0.150, 0.021], [-0.110, -0.012, -0.210], [-0.075, -0.181, 0.180], [0.213, 0.139, -0.186], [-0.009, -0.020, 0.094], [0.116, 0.034, 0.030], [0.287, 0.459, 0.757], [0.247, 0.246, -0.308], [0.165, -0.813, -0.002], [-0.942, 0.176, -0.200], [0.305, 0.158, -0.237], [-0.152, 0.190, 0.070], [0.046, -0.073, 0.056], [-0.008, 0.090, -0.132], [-0.037, 0.174, 0.218], [-0.171, 1.540, -0.216], [-0.022, -0.101, -0.120], [-0.017, -0.075, -0.122], [-0.013, -0.308, -0.080], [-0.056, -0.047, 0.092], [0.000, 0.146, -0.052], [-0.004, 0.158, -0.014], [-0.065, 0.134, -0.035], [0.206, 0.036, 0.028], [0.181, -0.140, 0.005], [0.102, -0.140, -0.089], [-0.012, -0.189, 0.015], [-0.121, -0.074, 0.072], [-0.047, 0.066, 0.056]], "mulliken_charge": [2.0084, -1.7777, -0.6023, 0.8025, -0.0231, -0.3218, -0.4825, -0.5316, -0.2716, -1.2442, -0.9422, 1.3394, -0.1184, -0.3385, -1.3042, -0.5040, 0.7846, 0.5447, 0.7125, 0.5682, -0.1051, 0.5204, 0.5164, 0.5890, 0.4949, 0.5061, 0.2681, -2.5537, 0.9491, -1.4427, 1.0774, -0.3424, -0.9714, -0.8559, -0.8098, -0.5881, 0.2836, -0.2593, -0.7187, -0.6167, -0.7491, -0.4527, -0.8150, -0.3855, -0.8686, -1.1196, -0.0822, 0.0348, 0.6960, 1.5450, 0.6078, 0.6614, 0.3513, 0.2261, 0.2766, 0.4688, 0.4735, 0.2442, 0.2962, 0.4670, 0.1932, 0.0607, 0.3306, 0.4615, 0.4084, 0.4335, 0.3768, 0.5335, 0.4347, 0.4749, 0.5361, 0.0910, -1.1345, 0.0216, -1.0095, -1.1228, 0.0886, -1.6843, -0.6712, 0.2844, 0.7119, 1.2066, -0.3768, 0.3979, 0.3397, 0.3607, 0.4286, 0.2900, 0.3048, 0.3768, 0.3706, 0.3138, 0.4934, 0.5586, -0.8400, -0.5430, 0.1916, -0.9140, -0.3578, 0.4510, -0.6809, -1.1791, -0.7869, 0.3733, 1.2382, 0.4893, 0.4798, -0.1835, 0.3367, 0.4824, 0.3509, 0.3572, 0.7435, -0.8601, 0.6444, 0.4491, 0.5175, 0.2410], "homo_energy_ev": -12.51, "de_lowest_kj_mol": 188.5, "total_energy_ev": -89840.24960, "charge": 2}